The following is a DFT calculation (ωB97M-V/def2-TZVPD) of an isolated ion of composition C5H15N2 and charge +1 in a non-equilibrium geometry.

Each line ends with the natural charge from an NBO analysis.
Geometry (Å):
C1 -1.578 -0.813 1.106  -0.22
C2 -0.844 -0.779 -0.229  -0.43
C3 -0.588 0.603 -0.822  -0.41
C4 0.527 1.328 -0.051  -0.22
N1 1.823 0.793 -0.308  -0.65
C5 2.539 1.406 -1.449  -0.41
N2 -1.672 -2.271 1.526  -0.67
H1 -2.593 -0.452 0.958  0.23
H2 -1.117 -0.266 1.912  0.23
H3 0.129 -1.269 -0.138  0.23
H4 -1.442 -1.358 -0.942  0.21
H5 -1.454 1.249 -0.926  0.23
H6 -0.050 0.359 -1.745  0.24
H7 0.349 1.296 1.041  0.18
H8 0.461 2.420 -0.181  0.19
H9 2.436 0.800 0.469  0.37
H10 2.559 2.485 -1.335  0.18
H11 2.014 1.167 -2.370  0.19
H12 3.577 1.123 -1.389  0.22
H13 -2.202 -2.837 0.866  0.44
H14 -2.163 -2.385 2.416  0.44
H15 -0.711 -2.599 1.591  0.45

Atoms 1-2, force components in eV/Å:
-0.508 -0.111 -1.025
-0.354 -0.044 0.087

Results
structure (SMILES) = CNCCCC[NH3+]
highest occupied orbital energy = -0.4354 hartree
HOMO-LUMO gap = 8.16 eV
charge = +1
molar mass = 103.19 g/mol
ΔE to the lowest compared entry with this formula, charge and spin = 27.34 kcal/mol



The following is a DFT calculation (ωB97M-V/def2-TZVPD) of an isolated molecule of C5H8N2 in a non-equilibrium geometry.

Each line ends with the natural charge from an NBO analysis.
Geometry (Å):
C1 -2.527 -0.082 -0.542  -0.40
N1 -1.149 0.169 -0.216  -0.16
C2 -0.018 -0.524 -0.489  -0.06
C3 1.026 0.066 0.199  -0.12
C4 2.471 -0.364 0.090  -0.62
C5 0.360 1.112 0.916  -0.10
N2 -0.925 1.169 0.616  -0.26
H1 -2.731 0.201 -1.574  0.20
H2 -3.111 0.546 0.134  0.24
H3 -2.777 -1.129 -0.360  0.20
H4 -0.045 -1.409 -1.109  0.21
H5 2.550 -1.359 -0.369  0.21
H6 2.968 -0.412 1.062  0.22
H7 3.068 0.309 -0.541  0.22
H8 0.411 1.543 1.898  0.22

Atoms 1-2, force components in eV/Å:
-0.208 -0.093 -0.221
-0.069 -0.041 -0.278

Results
structure (SMILES) = Cc1cnn(C)c1
highest occupied orbital energy = -0.3255 hartree
HOMO-LUMO gap = 9.86 eV
molar mass = 96.13 g/mol
ΔE to the lowest compared entry with this formula, charge and spin = 27.01 kcal/mol



The following is a DFT calculation (ωB97M-V/def2-TZVPD) of an isolated ion of composition C8H14N and charge +1 in a non-equilibrium geometry.

Each line ends with the natural charge from an NBO analysis.
Geometry (Å):
C1 -0.064 0.080 -0.091  0.03
C2 -1.601 -0.780 0.056  0.28
C3 0.380 -1.123 -0.741  -0.07
C4 1.534 -1.583 -1.218  -0.38
C5 -0.966 -1.862 -0.698  -0.53
C6 -3.030 -0.451 0.406  -0.69
C7 1.513 0.802 1.586  -0.39
C8 1.131 2.183 -0.473  -0.39
N1 0.554 1.177 0.498  -0.39
H1 1.893 -2.576 -1.471  0.24
H2 2.450 -0.913 -1.450  0.20
H3 -1.122 -2.826 -0.214  0.26
H4 -1.363 -2.064 -1.668  0.25
H5 -3.417 0.207 -0.461  0.26
H6 -3.006 0.112 1.247  0.23
H7 -3.608 -1.333 0.540  0.25
H8 1.342 1.559 2.300  0.22
H9 1.191 -0.203 1.739  0.25
H10 2.541 0.937 1.118  0.23
H11 0.434 2.297 -1.205  0.23
H12 1.375 3.157 -0.003  0.25
H13 2.029 1.585 -0.891  0.23
H14 -0.193 1.618 1.096  0.45

Atoms 1-2, force components in eV/Å:
-7.183 -4.976 -0.817
3.957 4.215 -0.366

Results
structure (SMILES) = C=C1CC(C)=C1[NH+](C)C
highest occupied orbital energy (spin up / spin down) = -0.4271 / -0.4337 hartree
HOMO-LUMO gap (spin up / spin down) = 7.41 / 8.18 eV
charge = +1
molar mass = 124.21 g/mol
ΔE to the lowest compared entry with this formula, charge and spin = 100.26 kcal/mol



The following is a DFT calculation (ωB97M-V/def2-TZVPD) of a 10-piece molecular cluster, C4H28NO11 overall in a non-equilibrium geometry.

Each line ends with the natural charge from an NBO analysis.
Geometry (Å):
C1 -1.446 -0.400 -0.209  -0.24
C2 -1.469 -1.917 -0.366  -0.42
C3 -1.615 -2.441 1.028  -0.11
O1 -2.874 -2.022 1.614  -0.76
N1 -0.048 -0.011 0.001  -0.72
C4 0.382 1.441 0.125  0.12
O2 1.505 1.515 -0.512  -0.93
H1 -1.946 0.148 -1.009  0.17
H2 -2.075 -0.176 0.627  0.17
H3 -2.256 -2.463 -1.183  0.22
H4 -0.409 -2.253 -0.739  0.24
H5 -1.774 -3.581 0.902  0.16
H6 -0.877 -2.357 1.835  0.21
H7 -2.730 -1.320 2.354  0.47
H8 0.586 -0.453 -0.692  0.38
H9 -0.231 2.163 -0.412  0.13
H10 0.479 1.568 1.211  0.08
H11 1.075 -1.010 2.870  0.46
H12 0.396 -1.937 1.805  0.48
O3 0.735 -2.006 2.783  -0.95
H13 -1.921 2.340 3.018  0.48
H14 -1.608 1.332 1.852  0.49
O4 -2.201 1.552 2.566  -0.96
H15 0.229 0.739 -3.949  0.51
H16 -1.398 0.981 -3.859  0.49
O5 -0.688 0.412 -4.130  -0.98
H17 -1.731 -0.090 3.386  0.48
H18 -0.367 -0.221 4.249  0.47
O6 -1.258 -0.591 4.056  -0.97
H19 3.785 0.002 0.774  0.47
H20 2.262 0.014 0.091  0.50
O7 3.040 -0.529 0.456  -1.02
H21 0.946 -1.656 -2.765  0.49
H22 -0.317 -1.228 -3.782  0.51
O8 -0.004 -1.787 -2.968  -1.02
H23 1.967 2.784 0.911  0.48
H24 1.948 2.678 2.208  0.44
O9 2.157 3.369 1.604  -0.94
H25 2.860 -0.320 -2.725  0.49
H26 1.816 0.714 -1.775  0.53
O10 1.966 0.122 -2.689  -1.08
H27 1.305 1.613 -3.156  0.48
H28 0.987 2.864 -2.305  0.49
O11 0.814 2.419 -3.099  -0.99

Atoms 1-2, force components in eV/Å:
0.639 0.191 -1.433
1.031 -1.267 -1.968

Results
highest occupied orbital energy = -0.1984 hartree
HOMO-LUMO gap = 7.98 eV
charge = -1
molar mass = 266.26 g/mol
ΔE to the lowest compared entry with this formula, charge and spin = 85.74 kcal/mol



The following is a DFT calculation (ωB97M-V/def2-TZVPD) of C19H23Cl2NTi as an isolated structure in a non-equilibrium geometry.

Each line ends with the natural charge from an NBO analysis.
Geometry (Å):
C1 0.252 0.800 -6.239  0.62
C2 1.626 1.293 -6.048  -0.76
C3 -0.007 -0.645 -6.144  -0.76
C4 -0.864 1.730 -6.074  -0.77
Cl1 0.503 1.608 -2.159  -0.28
H1 -0.034 -1.005 -7.205  0.33
H2 -1.004 -0.887 -5.671  0.27
H3 0.780 -1.241 -5.606  0.28
H4 2.012 1.498 -7.069  0.33
H5 2.327 0.559 -5.582  0.28
H6 1.700 2.258 -5.478  0.29
H7 -1.133 2.077 -7.095  0.33
H8 -0.638 2.656 -5.456  0.30
H9 -1.787 1.257 -5.620  0.27
C5 1.695 -1.290 0.608  -0.23
C6 0.856 -2.124 -0.230  -0.26
C7 1.095 -1.765 -1.582  -0.32
H10 0.262 -2.990 0.121  0.27
C8 2.073 -0.728 -1.598  -0.24
C9 2.434 -0.433 -0.246  -0.25
H11 3.175 0.327 0.021  0.27
H12 1.864 -1.430 1.687  0.28
H13 0.588 -2.233 -2.445  0.26
H14 2.497 -0.176 -2.449  0.26
C10 -2.160 1.106 -0.037  -0.23
C11 -2.029 -0.054 0.771  -0.23
C12 -1.910 -1.190 -0.112  -0.25
H15 -2.147 -0.112 1.855  0.27
C13 -1.965 -0.716 -1.454  -0.33
C14 -2.109 0.708 -1.406  -0.25
H16 -2.133 1.420 -2.231  0.26
H17 -2.297 2.135 0.291  0.26
H18 -1.949 -2.239 0.203  0.27
H19 -1.924 -1.361 -2.332  0.26
Ti1 0.057 0.073 -0.700  1.05
Cl2 -1.606 3.260 4.651  0.06
C15 -0.239 2.506 3.815  -0.04
C16 1.008 2.401 4.445  -0.15
C17 2.049 1.826 3.712  -0.23
C18 1.763 1.389 2.383  0.05
N1 0.577 1.439 1.729  -0.46
C19 -0.397 2.032 2.490  0.02
H20 1.136 2.776 5.456  0.26
H21 3.084 1.717 4.115  0.26
H22 2.611 0.983 1.821  0.19
H23 -1.365 2.157 2.019  0.20

Atoms 1-2, force components in eV/Å:
0.341 -0.123 3.609
0.703 0.354 -0.090

Results
highest occupied orbital energy = -0.5295 hartree
HOMO-LUMO gap = 6.03 eV
charge = +2
molar mass = 384.17 g/mol
ΔE to the lowest compared entry with this formula, charge and spin = 10.72 kcal/mol



The following is a DFT calculation (ωB97M-V/def2-TZVPD) of an isolated molecule of CH2O3 in a non-equilibrium geometry.

Each line ends with the natural charge from an NBO analysis.
Geometry (Å):
C1 0.094 -0.373 -0.019  0.97
H1 -1.638 0.395 0.010  0.50
H2 1.450 0.871 0.035  0.51
O1 -1.238 -0.472 -0.006  -0.67
O2 0.490 0.898 -0.014  -0.70
O3 0.842 -1.318 -0.006  -0.61

Atoms 1-2, force components in eV/Å:
0.262 -1.260 0.235
-0.136 0.518 -0.006

Results
structure (SMILES) = O=C(O)O
highest occupied orbital energy = -0.4144 hartree
HOMO-LUMO gap = 11.70 eV
molar mass = 62.02 g/mol
ΔE to the lowest compared entry with this formula, charge and spin = 1.57 kcal/mol



The following is a DFT calculation (ωB97M-V/def2-TZVPD) of a 9-piece molecular cluster, C6H28O9 overall in a non-equilibrium geometry.

Each line ends with the natural charge from an NBO analysis.
Geometry (Å):
O1 0.929 0.244 -2.237  -0.58
C1 1.838 0.294 -1.326  0.45
C2 1.540 0.440 0.122  -0.53
C3 0.826 1.793 0.344  -0.38
C4 0.989 2.019 1.861  -0.39
C5 -0.193 1.487 2.554  -0.42
C6 -0.231 0.067 3.083  -0.62
H1 2.830 0.090 -1.551  0.12
H2 2.382 0.330 0.757  0.22
H3 0.874 -0.401 0.499  0.24
H4 1.350 2.464 -0.368  0.20
H5 -0.189 1.902 -0.117  0.24
H6 2.018 1.913 2.220  0.21
H7 0.984 3.291 1.899  0.19
H8 -0.551 2.109 3.307  0.21
H9 -1.044 1.434 1.818  0.21
H10 -0.795 0.022 3.955  0.21
H11 0.715 -0.327 3.344  0.22
H12 -0.879 -0.497 2.428  0.21
H13 2.091 -2.449 -1.992  0.49
H14 1.421 -3.596 -1.190  0.47
O2 2.241 -3.089 -1.281  -0.96
H15 -0.121 4.153 -0.889  0.47
H16 0.093 4.957 0.515  0.49
O3 -0.140 4.101 -0.003  -0.95
H17 -0.729 -2.668 0.226  0.51
H18 -1.707 -2.797 -1.004  0.47
O4 -1.687 -2.574 -0.158  -0.96
H19 -0.073 -0.114 -4.292  0.51
H20 -1.618 -0.117 -3.587  0.50
O5 -1.058 -0.432 -4.311  -1.00
H21 3.029 -2.098 2.567  0.47
H22 2.850 -0.806 3.449  0.48
O6 2.431 -1.576 2.930  -0.94
H23 -2.677 0.196 -0.907  0.53
H24 -3.276 0.698 -2.404  0.48
O7 -2.602 0.191 -1.950  -1.02
H25 -3.147 -1.730 0.139  0.50
H26 -4.246 -0.875 -0.522  0.46
O8 -3.683 -0.903 0.325  -0.97
H27 -0.745 -1.728 -2.817  0.51
H28 -0.092 -3.116 -2.879  0.45
O9 0.053 -2.304 -2.557  -0.98

Atoms 1-2, force components in eV/Å:
3.763 0.802 3.431
-5.466 -1.342 -2.233

Results
structure (SMILES) = CCCCCC=O.O.O.O.O.O.O.O.O
highest occupied orbital energy = -0.3498 hartree
HOMO-LUMO gap = 9.85 eV
molar mass = 244.28 g/mol
ΔE to the lowest compared entry with this formula, charge and spin = 123.80 kcal/mol



The following is a DFT calculation (ωB97M-V/def2-TZVPD) of an isolated molecule of C5H6O2.

Each line ends with the natural charge from an NBO analysis.
Geometry (Å):
C1 0.351 -0.037 1.676  -0.62
C2 -0.117 -0.183 0.231  0.08
O1 0.148 1.078 -0.405  -0.50
C3 -0.548 1.301 -1.524  0.65
O2 -1.355 0.545 -2.002  -0.59
C4 1.626 -1.395 -0.415  0.24
C5 0.359 -1.382 -0.658  -0.60
H1 1.357 0.381 1.752  0.23
H2 0.337 -1.003 2.186  0.23
H3 -0.342 0.640 2.187  0.22
H4 -1.191 -0.344 0.221  0.23
H5 -0.275 2.280 -1.940  0.13
H6 -0.358 -1.887 -1.300  0.30

Atoms 1-2, force components in eV/Å:
0.015 -0.043 -0.001
-0.307 0.018 0.249

Results
highest occupied orbital energy = -0.3881 hartree
HOMO-LUMO gap = 10.39 eV
molar mass = 98.10 g/mol
ΔE to the lowest compared entry with this formula, charge and spin = 92.15 kcal/mol



Question: Which formula does entry 3 have?
Answer: C8H14N



Question: Which of these has the lowest molar mass?
Answer: CH2O3



Question: Look up the molar mass of the seventh one.
Answer: 244.28 g/mol



Question: What is the ΔE to the lowest compared entry with this formula, charge and spin in the fifth record?
Answer: 10.72 kcal/mol